This record from the Open Molecules 2025 dataset describes a cluster of 14 separate species, C16H60N10O14 in total in a non-equilibrium geometry. The level of theory is the ωB97M-V functional and the def2-TZVPD basis.

The calculation puts the LUMO energy at 0.1 eV. As for the energy above the lowest of the compared OMol25 structures with the same formula, charge and spin: 33.9 kcal/mol. Its gap between HOMO and LUMO is 0.3406 hartree. The total energy comes out at -61132.29338 eV.

Geometry (Å):
C 2.54 1.36 -4.03
O 2.63 0.69 -2.76
H 1.68 1.09 -4.65
H 2.34 2.43 -3.89
H 3.44 1.24 -4.63
H 2.59 1.37 -2.08
C -4.05 3.14 0.90
O -4.94 2.93 1.97
H -3.43 2.27 0.70
H -4.70 3.32 0.04
H -3.29 3.90 1.13
H -5.53 2.19 1.83
C 5.84 0.50 2.49
O 4.61 0.45 1.80
H 5.92 -0.26 3.27
H 6.66 0.39 1.78
H 5.96 1.49 2.94
H 4.29 1.31 1.49
C -0.17 4.62 -1.04
O -0.09 3.38 -1.79
H -1.19 4.86 -0.75
H 0.44 4.51 -0.14
H 0.28 5.35 -1.70
H -0.66 2.77 -1.28
C 3.51 -2.99 2.54
O 2.94 -1.78 2.08
H 2.85 -3.85 2.41
H 4.42 -3.21 1.99
H 3.57 -2.87 3.63
H 3.62 -1.13 1.86
C 2.77 3.33 0.31
O 4.13 3.00 0.59
H 2.44 2.89 -0.64
H 2.01 2.90 0.98
H 2.47 4.37 0.19
H 4.36 3.65 1.27
C 0.71 2.66 3.97
O 1.90 3.19 4.57
H 0.08 2.01 4.59
H 0.17 3.55 3.65
H 0.92 2.06 3.08
H 2.36 2.43 4.94
C -4.19 -1.40 0.19
O -4.63 -0.27 0.39
N -4.84 -2.32 -0.61
N -3.06 -1.84 0.73
H -4.40 -3.21 -0.87
H -5.76 -2.13 -0.95
H -2.48 -1.10 1.09
H -2.74 -2.77 0.61
C -3.21 -1.11 4.43
O -3.98 -1.85 4.99
N -1.92 -1.42 4.03
N -3.56 0.09 3.87
H -1.54 -2.26 4.43
H -1.31 -0.75 3.59
H -4.51 0.38 3.76
H -2.89 0.38 3.17
C -2.17 -4.85 -0.55
O -3.29 -4.67 -1.03
N -1.01 -4.43 -1.09
N -2.02 -5.47 0.64
H -0.14 -4.67 -0.65
H -0.92 -3.93 -1.96
H -1.13 -5.69 1.05
H -2.74 -5.96 1.14
C 4.09 -2.53 -2.20
O 4.54 -3.67 -2.39
N 3.23 -2.22 -1.22
N 4.36 -1.50 -3.00
H 3.08 -1.25 -1.03
H 2.83 -2.95 -0.66
H 5.17 -1.52 -3.59
H 3.65 -0.78 -2.97
C -2.72 1.48 -1.98
O -1.85 1.39 -1.09
N -2.44 1.68 -3.27
N -4.02 1.21 -1.87
H -3.20 1.86 -3.90
H -1.58 2.12 -3.57
H -4.25 0.79 -0.97
H -4.59 1.00 -2.67
C 0.90 -0.01 0.02
C -0.15 -0.64 0.91
O -0.96 0.38 1.55
H 0.42 0.77 -0.58
H 1.42 -0.65 -0.69
H 1.74 0.53 0.48
H 0.16 -1.22 1.78
H -0.68 -1.39 0.33
H -1.39 0.83 0.80
C -1.36 -1.41 -3.25
C 0.01 -0.76 -3.55
O 0.01 -0.14 -4.81
H -2.25 -1.03 -3.74
H -1.54 -1.55 -2.18
H -1.40 -2.39 -3.74
H 0.85 -1.44 -3.48
H 0.24 -0.02 -2.77
H -0.28 0.77 -4.73

Atom charges from the Mulliken analysis, given in e for atoms 1 to 99: -0.756 -0.158 0.270 0.276 0.317 -0.073 -0.109 -0.593 -0.250 0.290 0.289 0.320 -0.760 -0.471 0.266 0.296 0.268 0.315 -0.530 -0.394 0.234 0.084 0.292 0.120 -0.757 -0.207 0.251 0.310 0.263 0.281 -0.527 -0.561 0.114 0.136 0.542 0.320 -0.325 -0.549 0.375 0.264 -0.081 0.288 0.601 -0.811 -0.288 0.244 0.228 0.184 -0.230 0.010 0.553 -0.661 -0.178 -0.286 0.183 0.056 0.212 0.123 0.598 -0.800 -0.235 -0.329 0.154 0.122 0.146 0.226 0.505 -0.734 0.071 -0.258 -0.061 0.054 0.212 0.317 -0.157 0.184 -0.250 -0.315 0.159 0.234 0.077 0.230 1.781 -0.203 0.280 -0.594 -0.647 -0.346 0.747 -0.610 -0.103 -1.225 0.267 -0.697 0.292 -0.036 0.533 0.511 -0.111

***

This record from the Open Molecules 2025 dataset describes a cluster of 14 separate species, C16H60N8O20 in total in a non-equilibrium geometry. The level of theory is the ωB97M-V functional and the def2-TZVPD basis.

The calculation puts the LUMO energy at -0.5 eV. Its gap between HOMO and LUMO is 0.3119 hartree. The total energy comes out at -70436.83200 eV.

Geometry (Å):
C -18.33 1.59 -2.76
O -19.13 1.38 -3.66
N -16.96 1.57 -2.98
N -18.69 2.00 -1.49
H -16.30 1.65 -2.23
H -16.67 1.12 -3.83
H -17.92 2.16 -0.87
H -19.64 2.19 -1.23
C -20.89 -1.80 -3.37
O -21.78 -1.21 -3.97
N -21.12 -2.39 -2.13
N -19.56 -1.81 -3.77
H -20.47 -2.92 -1.60
H -22.02 -2.13 -1.75
H -18.99 -2.53 -3.36
H -19.24 -1.27 -4.54
C -28.29 -1.58 -2.56
O -29.23 -1.17 -1.89
N -27.02 -1.75 -2.09
N -28.44 -1.71 -3.92
H -26.78 -1.49 -1.14
H -26.29 -2.06 -2.70
H -29.34 -1.48 -4.28
H -27.71 -2.10 -4.49
C -23.68 0.13 -0.51
O -24.81 0.54 -0.81
N -23.44 -1.20 -0.37
N -22.68 0.99 -0.20
H -24.15 -1.82 -0.74
H -22.56 -1.57 -0.04
H -21.74 0.63 -0.22
H -22.84 1.98 -0.18
C -28.05 2.08 0.72
C -26.77 2.76 0.42
O -25.90 2.98 1.55
O -28.82 2.92 1.60
H -27.88 1.16 1.28
H -28.57 1.82 -0.21
H -26.92 3.77 0.00
H -26.17 2.29 -0.35
H -26.22 3.76 2.01
H -29.53 2.38 1.95
C -25.59 2.90 -3.01
C -26.25 1.58 -3.27
O -27.02 1.66 -4.49
O -25.02 3.49 -4.18
H -24.79 2.75 -2.28
H -26.28 3.62 -2.55
H -26.87 1.30 -2.42
H -25.51 0.79 -3.45
H -26.48 2.22 -5.06
H -24.09 3.70 -4.04
C -24.08 -4.82 -0.96
C -24.75 -6.14 -0.65
O -23.80 -7.16 -0.41
O -24.98 -3.72 -0.84
H -23.59 -4.78 -1.94
H -23.22 -4.70 -0.29
H -25.45 -6.36 -1.47
H -25.40 -5.99 0.22
H -24.23 -7.81 0.15
H -25.74 -3.99 -1.37
C -18.35 0.08 3.34
C -19.33 1.00 2.65
O -18.68 1.95 1.79
O -17.99 -1.00 2.48
H -18.77 -0.14 4.32
H -17.43 0.66 3.47
H -19.80 1.61 3.42
H -20.13 0.47 2.12
H -17.95 1.46 1.39
H -17.90 -1.83 2.97
C -22.31 -3.08 4.17
C -23.18 -3.40 2.99
O -23.80 -2.18 2.56
O -21.10 -2.39 3.73
H -22.06 -3.93 4.82
H -22.84 -2.36 4.80
H -24.01 -4.03 3.32
H -22.68 -3.91 2.17
H -23.11 -1.50 2.56
H -20.68 -2.06 4.52
C -23.53 0.93 3.37
C -24.43 1.70 4.33
O -25.77 1.57 3.89
O -22.16 0.87 3.71
H -23.64 1.35 2.37
H -23.97 -0.07 3.39
H -24.22 2.78 4.35
H -24.38 1.35 5.37
H -25.77 1.90 2.96
H -22.03 0.25 4.43
O -25.98 -0.33 1.91
H -25.33 -0.97 2.23
H -25.45 0.39 1.51
O -23.09 3.99 1.50
H -23.55 3.57 2.23
H -23.58 4.80 1.34
O -20.92 -1.97 0.98
H -19.96 -2.00 0.89
H -21.08 -2.17 1.94
O -20.76 3.20 0.10
H -19.95 3.14 0.63
H -21.45 3.47 0.73

Atom charges from the Mulliken analysis, given in e for atoms 1 to 99: 0.593 -0.624 -0.414 -0.079 0.161 0.236 0.071 0.182 0.668 -0.613 -0.122 -0.380 0.150 0.092 0.171 0.223 0.701 -0.679 -0.080 -0.413 -0.039 0.108 0.208 0.162 -0.243 -0.195 0.713 0.404 -0.164 -0.271 -0.059 0.029 -0.220 0.411 -0.440 -0.598 0.122 0.431 0.624 -0.951 0.303 0.337 0.278 0.360 -0.589 -0.631 -0.143 0.177 -0.078 -0.010 0.337 0.340 -0.378 -0.527 -0.521 -0.426 0.327 0.184 0.308 0.312 0.327 0.264 -0.792 0.607 -0.571 -0.514 0.329 0.448 0.163 -0.174 0.288 0.301 -0.539 -0.355 -0.388 -0.597 0.488 0.284 0.465 0.001 -0.010 0.281 0.473 -0.622 -0.547 -0.338 -0.228 0.311 0.207 0.453 0.411 0.278 -0.463 0.387 -0.168 -0.650 0.227 0.272 -0.477

***

This record from the Open Molecules 2025 dataset describes a cluster of 14 separate species, C16H61BF3NO15Si in total in a non-equilibrium geometry. The level of theory is the ωB97M-V functional and the def2-TZVPD basis.

The calculation puts the LUMO energy at 0.2 eV. Its gap between HOMO and LUMO is 0.3659 hartree. The total energy comes out at -66486.19345 eV.

Geometry (Å):
N -0.76 -2.45 0.38
B -1.16 -1.92 -0.89
O -2.45 -2.23 -1.36
Si 0.00 -0.82 -2.10
C -1.08 0.47 -2.99
C -1.08 1.86 -2.38
O 0.21 2.40 -2.29
C -1.77 1.91 -1.03
F -2.98 1.30 -1.07
F -1.96 3.20 -0.64
F -1.03 1.31 -0.07
H -1.61 -2.78 0.84
H -0.39 -1.71 0.96
H -2.40 -3.13 -1.69
H 1.09 -0.18 -1.31
H 0.63 -1.67 -3.14
H -0.70 0.58 -3.99
H -2.08 0.07 -3.09
H -1.64 2.53 -3.02
H 0.62 2.11 -1.48
C 0.91 -5.93 0.32
O -0.42 -5.67 0.75
H 1.17 -6.94 0.62
H 0.99 -5.85 -0.77
H 1.62 -5.23 0.77
H -0.64 -4.77 0.48
C -4.99 -1.36 1.18
O -4.00 -2.18 1.80
H -5.38 -1.90 0.33
H -5.81 -1.14 1.87
H -4.55 -0.42 0.83
H -3.67 -1.69 2.55
C 5.06 -6.24 -0.23
O 4.12 -5.26 0.23
H 4.96 -6.29 -1.31
H 6.08 -5.96 0.03
H 4.83 -7.22 0.19
H 4.19 -5.21 1.18
C 3.62 -7.79 -3.58
O 3.73 -8.36 -2.27
H 3.56 -6.71 -3.47
H 4.50 -8.03 -4.18
H 2.73 -8.15 -4.08
H 3.78 -9.31 -2.37
C -0.72 5.77 1.30
O -1.42 6.86 1.92
H 0.30 5.78 1.67
H -1.19 4.82 1.55
H -0.70 5.89 0.21
H -2.32 6.85 1.59
C 1.83 5.81 -1.53
O 2.10 5.27 -0.23
H 1.43 6.80 -1.39
H 2.75 5.88 -2.12
H 1.10 5.20 -2.06
H 2.46 4.39 -0.35
C -2.45 1.49 -6.84
O -2.87 0.89 -5.61
H -1.81 0.77 -7.35
H -3.30 1.71 -7.49
H -1.88 2.40 -6.67
H -3.44 1.52 -5.17
C -0.47 -9.58 -2.76
O 0.56 -8.85 -3.43
H -0.72 -10.43 -3.39
H -0.12 -9.94 -1.79
H -1.36 -8.97 -2.62
H 0.79 -8.10 -2.88
C -1.48 7.79 5.17
O -2.13 8.87 5.85
H -0.44 7.76 5.52
H -1.95 6.83 5.42
H -1.48 7.93 4.10
H -3.04 8.90 5.55
C 1.70 9.45 7.47
O 0.50 8.93 8.02
H 2.40 9.62 8.28
H 2.14 8.73 6.76
H 1.53 10.40 6.95
H -0.11 8.79 7.29
C 2.17 -7.29 -6.96
O 1.64 -6.07 -6.43
H 3.21 -7.35 -6.66
H 1.63 -8.15 -6.55
H 2.11 -7.30 -8.05
H 0.72 -6.01 -6.69
C -3.53 1.50 3.86
O -3.38 0.08 3.82
H -4.43 1.71 4.43
H -2.68 1.97 4.36
H -3.65 1.91 2.86
H -2.57 -0.10 3.33
C 3.06 5.88 5.96
O 1.77 5.74 6.54
H 3.10 5.28 5.05
H 3.26 6.92 5.70
H 3.83 5.52 6.65
H 1.75 6.28 7.34

Electronic structure analysis, Mulliken charges in units of e: -0.602 0.472 -0.532 0.282 -0.579 -0.366 -0.505 0.670 -0.258 -0.255 -0.268 0.396 0.201 0.263 -0.198 -0.225 0.369 0.443 0.362 0.399 -0.385 -0.588 0.265 0.159 0.219 0.258 -0.418 -0.479 0.239 0.324 0.050 0.300 -0.389 -0.495 0.035 0.301 0.234 0.288 -0.618 -0.449 0.311 0.392 0.169 0.247 -0.344 -0.509 0.248 0.202 0.131 0.264 -0.571 -0.452 0.258 0.328 0.191 0.263 -0.614 -0.433 0.228 0.296 0.258 0.274 -0.619 -0.425 0.229 0.262 0.265 0.258 -0.098 -0.542 -0.018 0.221 0.143 0.288 -0.360 -0.467 0.247 0.028 0.280 0.277 -0.485 -0.484 0.173 0.205 0.309 0.280 -0.591 -0.498 0.264 0.287 0.230 0.288 -0.543 -0.484 0.224 0.241 0.251 0.308

***

This record from the Open Molecules 2025 dataset describes a cluster of 14 separate species, C16H61NO14 in total in a non-equilibrium geometry. The level of theory is the ωB97M-V functional and the def2-TZVPD basis.

The calculation puts the LUMO energy at 0.5 eV. Its gap between HOMO and LUMO is 0.3514 hartree. The total energy comes out at -47735.79429 eV.

Geometry (Å):
C 4.78 1.16 0.13
C 5.79 1.29 -1.01
O 5.09 1.91 -2.10
H 4.10 2.00 0.12
H 5.22 1.10 1.12
H 4.17 0.27 -0.01
H 6.16 0.32 -1.34
H 6.64 1.92 -0.73
H 5.62 1.76 -2.89
C -3.36 3.65 1.61
C -4.47 3.80 2.62
O -5.01 2.51 2.88
H -3.75 3.14 0.72
H -2.61 2.95 1.99
H -2.92 4.63 1.41
H -5.23 4.46 2.18
H -4.07 4.31 3.50
H -5.83 2.63 3.35
C -0.12 1.31 0.35
C 1.01 0.37 0.76
O 0.50 -0.42 1.82
H -0.95 0.72 -0.06
H 0.21 2.00 -0.43
H -0.51 1.90 1.18
H 1.89 0.96 1.03
H 1.22 -0.23 -0.13
H 0.90 -0.08 2.63
C 1.15 1.22 -3.98
C 2.22 1.03 -2.91
O 2.44 2.21 -2.14
H 0.26 1.62 -3.49
H 0.90 0.25 -4.43
H 1.40 1.91 -4.79
H 3.14 0.73 -3.42
H 1.96 0.21 -2.25
H 3.42 2.27 -2.05
C 3.01 -2.08 -1.59
C 4.06 -1.88 -2.67
O 5.33 -2.06 -1.99
H 3.04 -3.13 -1.32
H 1.99 -1.79 -1.85
H 3.21 -1.51 -0.68
H 4.07 -0.90 -3.15
H 4.02 -2.65 -3.44
H 5.71 -2.86 -2.35
C -0.84 -0.42 5.60
C 0.50 -0.89 5.04
O 1.26 0.19 4.52
H -0.72 0.42 6.30
H -1.37 -1.17 6.17
H -1.50 -0.01 4.83
H 0.24 -1.55 4.21
H 1.07 -1.50 5.74
H 1.25 0.88 5.19
O -2.13 2.84 -2.09
H -2.81 3.53 -2.11
H -1.33 3.29 -1.77
O -0.01 -2.61 0.11
H 0.34 -1.78 0.48
H -0.53 -2.33 -0.66
O -3.52 0.52 -0.98
H -3.29 1.30 -1.51
H -2.92 -0.16 -1.31
O 0.37 3.93 -1.77
H 1.09 3.27 -1.71
H 0.66 4.67 -1.23
O -1.76 -2.28 2.60
H -2.34 -1.51 2.65
H -1.28 -2.17 1.77
O 4.21 -0.47 3.88
H 3.29 -0.21 4.06
H 4.45 -1.04 4.61
O -3.36 0.16 2.28
H -3.48 0.03 1.33
H -3.83 0.98 2.48
C -3.75 -4.80 -1.29
C -3.40 -3.33 -1.20
C -2.37 -2.90 -2.26
O -1.90 -1.60 -1.84
C -0.87 -1.14 -2.70
N -4.65 -2.57 -1.38
H -4.58 -5.03 -0.61
H -2.95 -5.50 -1.03
H -4.22 -5.04 -2.25
H -3.02 -3.15 -0.19
H -2.83 -2.75 -3.24
H -1.49 -3.55 -2.31
H -0.36 -0.29 -2.25
H -1.31 -0.80 -3.64
H -0.09 -1.90 -2.85
H -4.37 -1.62 -1.14
H -5.34 -2.84 -0.68

Electronic structure analysis, Mulliken charges in units of e: -0.576 -0.193 -0.611 0.223 0.504 -0.187 0.243 0.343 0.262 -0.626 -0.311 -0.509 0.179 -0.022 0.443 0.309 0.294 0.273 0.029 1.393 -0.344 0.078 -0.474 0.283 0.538 -1.268 0.037 -1.459 1.088 -0.552 0.210 0.332 0.417 0.338 -0.681 0.206 0.014 -0.091 -0.545 0.439 -0.427 -0.044 -0.075 0.473 0.298 -1.063 -0.028 -0.570 0.385 0.341 0.153 0.123 0.315 0.270 -0.604 0.276 0.340 -0.842 0.111 0.346 -0.598 0.375 0.192 -0.622 0.261 0.304 -0.672 0.407 0.363 -0.635 0.412 0.288 -0.530 0.261 0.189 -1.675 1.039 -1.014 0.094 -0.724 -0.772 0.399 0.384 0.368 0.068 0.503 0.344 -0.151 0.462 0.393 0.188 0.293

***

This record from the Open Molecules 2025 dataset describes a structure of composition C16H7BrEuN4O5S2 in a non-equilibrium geometry. The level of theory is the ωB97M-V functional and the def2-TZVPD basis.

The calculation puts the LUMO energy (spin up / spin down) at 3.9 / 3.9 eV. Its gap between HOMO and LUMO (spin up / spin down) is 0.1042 / 0.2219 hartree. The spin multiplicity is 8. The expectation value of S² is 15.779. The total charge is -2. The total energy comes out at -143949.95621 eV.

Geometry (Å):
Eu -0.33 0.61 -1.30
O 1.46 3.54 1.47
C 0.89 2.61 0.91
O 0.88 2.31 -0.33
C 0.15 1.57 1.79
C 0.00 1.65 3.17
C -0.59 0.58 3.83
C -1.00 -0.53 3.11
C -0.81 -0.53 1.74
N -0.26 0.50 1.12
C -1.13 -1.71 0.80
O -1.43 -2.80 1.30
O -1.00 -1.43 -0.43
H 0.35 2.54 3.69
H -0.72 0.61 4.90
H -1.44 -1.40 3.59
O 2.90 -4.07 1.36
C 2.59 -2.95 0.66
C 2.81 -1.67 1.15
C 2.45 -0.59 0.36
N 1.88 -0.72 -0.84
C 1.70 -1.95 -1.29
Br 0.94 -2.04 -3.02
C 2.04 -3.10 -0.61
H 3.19 -3.82 2.24
H 3.23 -1.51 2.13
H 2.59 0.43 0.70
H 1.83 -4.09 -1.01
S -2.77 1.83 -1.33
C -2.98 2.18 -3.03
C -4.20 2.85 -3.33
N -5.20 3.40 -3.54
C -2.13 1.88 -4.07
S -0.58 1.07 -3.98
C -2.51 2.24 -5.40
N -2.78 2.51 -6.49

Electronic structure analysis, natural (NBO) charges in units of e: 1.629 -0.709 0.765 -0.811 0.018 -0.216 -0.356 -0.222 0.026 -0.651 0.771 -0.709 -0.825 0.213 0.177 0.212 -0.658 0.379 -0.362 0.116 -0.535 0.200 0.127 -0.353 0.480 0.217 0.234 0.240 -0.290 -0.271 0.296 -0.387 -0.287 -0.360 0.297 -0.397

***

This record from the Open Molecules 2025 dataset describes a structure of composition C16H8Cl2IrN2O5 in a non-equilibrium geometry. The level of theory is the ωB97M-V functional and the def2-TZVPD basis.

The calculation puts the LUMO energy (spin up / spin down) at -6.3 / -6.2 eV. As for the energy above the lowest of the compared OMol25 structures with the same formula, charge and spin: 26.7 kcal/mol. Its gap between HOMO and LUMO (spin up / spin down) is 0.1899 / 0.1913 hartree. The total charge is +1. The total energy comes out at -57811.92883 eV.

Geometry (Å):
Ir 0.38 -0.89 -1.61
O 2.44 -1.25 -1.58
C 3.22 -1.16 -0.60
C 2.87 -1.08 0.77
C 3.89 -0.95 1.72
C 3.58 -0.83 3.05
C 2.25 -0.82 3.48
C 1.24 -0.97 2.58
C 1.50 -1.13 1.20
O 0.51 -1.38 0.40
N 4.66 -0.72 4.04
O 5.79 -0.67 3.62
O 4.33 -0.68 5.20
H 4.29 -1.13 -0.82
H 4.93 -0.95 1.42
H 2.05 -0.70 4.54
H 0.20 -0.99 2.89
Cl -0.26 4.18 -1.86
C -1.46 2.98 -1.83
C -2.81 3.32 -1.71
C -3.80 2.37 -1.65
Cl -5.43 2.85 -1.45
C -3.46 0.99 -1.75
C -4.38 -0.07 -1.67
C -3.93 -1.36 -1.78
C -2.57 -1.60 -1.98
N -1.68 -0.62 -2.02
C -2.10 0.66 -1.89
C -1.06 1.63 -1.87
O 0.17 1.25 -1.84
H -3.08 4.37 -1.62
H -5.44 0.14 -1.53
H -4.61 -2.20 -1.72
H -2.21 -2.61 -2.13

Electronic structure analysis, natural (NBO) charges in units of e: 1.391 -0.603 0.460 -0.309 -0.083 -0.009 -0.099 -0.289 0.497 -0.637 0.530 -0.355 -0.348 0.190 0.264 0.271 0.246 0.097 -0.090 -0.211 -0.024 0.073 -0.115 -0.040 -0.271 0.111 -0.492 0.103 0.338 -0.587 0.261 0.254 0.253 0.225